a) {"formula": "C17H20N4O5", "method": "ωB97M-V/def2-TZVPD", "smiles": "Cc1[nH]c(=O)[nH]c1C(=O)CCCCC(=O)OCC(=O)Nc1ccccn1", "homo_energy_ev": -8.335, "symbols": ["O", "O", "O", "O", "N", "O", "C", "C", "C", "C", "C", "C", "C", "C", "C", "C", "C", "N", "N", "N", "C", "C", "C", "C", "C", "C", "H", "H", "H", "H", "H", "H", "H", "H", "H", "H", "H", "H", "H", "H", "H", "H", "H", "H", "H", "H"], "positions_angstrom": [[-3.9827, -6.6294, -0.1217], [0.7387, 5.3575, 1.8353], [0.1952, 1.6792, -0.3405], [-2.0077, -2.5677, -3.2486], [4.1735, 3.5603, 2.4495], [0.0610, 1.8114, 1.9542], [-3.0213, -5.9253, -0.3442], [0.8637, 4.1409, 1.8045], [-0.0166, 1.1591, 0.7263], [-2.5441, -2.7997, -2.1419], [-2.5246, -4.1848, -1.5911], [-1.7925, -5.1888, -2.0677], [5.2539, 4.1496, 2.7118], [3.2878, 4.1886, 1.7607], [5.5901, 5.3762, 2.0950], [3.4341, 5.3920, 1.0089], [4.6928, 5.9446, 1.1554], [-3.2042, -4.5441, -0.4473], [-2.1501, -6.3064, -1.3502], [2.0933, 3.5649, 1.7571], [-0.9244, -5.2894, -3.3262], [-0.2824, 3.2430, 2.0204], [-0.2895, -0.3266, 0.7979], [-3.2352, -1.6295, -1.4550], [-0.7874, -0.8801, -0.5108], [-2.2084, -0.4596, -1.0136], [5.8893, 3.5515, 3.4042], [6.5641, 5.8190, 2.2247], [2.6602, 5.6667, 0.3756], [5.0967, 6.8193, 0.5104], [-4.1840, -4.1033, -0.2660], [-2.2056, -7.1939, -1.8652], [2.1634, 2.6686, 2.2156], [-0.5078, -6.3103, -3.2623], [-0.1009, -4.6139, -3.4399], [-1.5940, -5.1186, -4.2192], [-0.7360, 3.5498, 3.0170], [-0.8829, 3.3331, 1.0971], [0.6157, -0.7595, 1.2858], [-1.1365, -0.6169, 1.4245], [-3.7852, -1.2773, -2.2946], [-3.7694, -1.9756, -0.6291], [-0.0517, -0.7177, -1.2956], [-0.6612, -1.9469, -0.4705], [-2.1804, 0.2807, -1.7503], [-2.6066, 0.1094, -0.1802]]}



b) {"formula": "C17H20N4O5", "method": "ωB97M-V/def2-TZVPD", "smiles": "CC(C)CNC(=O)NC(=O)COC(=O)Cn1cnc2ccccc2c1=O", "homo_energy_ev": -8.905, "symbols": ["C", "H", "H", "H", "C", "C", "H", "H", "H", "H", "C", "N", "C", "O", "N", "C", "O", "C", "H", "H", "O", "C", "O", "C", "N", "C", "N", "C", "C", "C", "C", "C", "C", "C", "O", "H", "H", "H", "H", "H", "H", "H", "H", "H", "H", "H"], "positions_angstrom": [[-8.3778, -1.5739, -0.5175], [-9.3048, -1.0179, -0.4021], [-8.3911, -2.0651, -1.4878], [-8.3372, -2.3383, 0.2550], [-7.1782, -0.6382, -0.3998], [-7.1703, 0.0641, 0.9547], [-7.0760, -0.6644, 1.7568], [-6.3365, 0.7589, 1.0242], [-8.0926, 0.6218, 1.0988], [-7.2406, 0.1192, -1.1899], [-5.8832, -1.4361, -0.6012], [-4.7160, -0.5861, -0.5889], [-3.7862, -0.6656, 0.3644], [-3.7276, -1.4695, 1.2630], [-2.7482, 0.3126, 0.2657], [-2.6438, 1.3660, -0.5711], [-3.4459, 1.6594, -1.4324], [-1.4048, 2.2333, -0.3463], [-0.9030, 2.3855, -1.3089], [-1.7329, 3.2060, 0.0352], [-0.4953, 1.6657, 0.5890], [0.7607, 1.4407, 0.1731], [1.1811, 1.7136, -0.9135], [1.5732, 0.8022, 1.2891], [2.9231, 0.5439, 0.8543], [3.7969, 1.5690, 0.6469], [4.9881, 1.4562, 0.2095], [5.4379, 0.1988, -0.1112], [6.7367, 0.0428, -0.6053], [7.2010, -1.2108, -0.9327], [6.3893, -2.3344, -0.7773], [5.1082, -2.1999, -0.2932], [4.6202, -0.9356, 0.0459], [3.2632, -0.7818, 0.5500], [2.4597, -1.6752, 0.7258], [4.4574, -3.0515, -0.1640], [6.7691, -3.3103, -1.0391], [8.2043, -1.3283, -1.3151], [7.3496, 0.9224, -0.7208], [3.4331, 2.5581, 0.8938], [1.1275, -0.1681, 1.5426], [1.5553, 1.4490, 2.1705], [-2.0255, 0.1933, 0.9664], [-4.6615, 0.1787, -1.2532], [-5.7593, -2.1633, 0.2045], [-5.9226, -1.9687, -1.5573]]}



If we sort the structures by their calculated energies, the order from most to least stable is b), a).



a) {"formula": "C5H4FNO", "method": "ωB97M-V/def2-TZVPD", "smiles": "N#C[C@]1(F)CCC1=O", "homo_energy_ev": -10.556, "symbols": ["C", "C", "C", "C", "C", "H", "H", "H", "H", "N", "O", "F"], "positions_angstrom": [[-0.3443, 0.6663, 0.5587], [0.7788, -0.4214, 0.3865], [0.1429, -0.9592, -0.8212], [-1.2049, -0.5084, -0.2637], [0.2403, 1.8385, -0.0973], [0.5944, -0.8219, 1.3983], [1.8495, -0.1575, 0.1888], [0.2367, -1.9710, -0.8133], [0.3016, -0.4166, -1.8157], [0.5963, 2.9589, -0.4252], [-2.3812, -1.0101, -0.1528], [-0.8101, 0.8024, 1.8567]]}



b) {"formula": "C5H4FNO", "method": "ωB97M-V/def2-TZVPD", "smiles": "N#C[C@]1(F)CCC1=O", "homo_energy_ev": -10.868, "symbols": ["C", "C", "C", "C", "C", "H", "H", "H", "H", "N", "O", "F"], "positions_angstrom": [[-0.6433, -0.6551, 0.1066], [-0.1425, 0.6635, 0.7509], [1.2521, 0.5899, -0.2821], [0.6005, -0.7046, -0.6748], [-1.9233, -0.4771, -0.4515], [0.2193, 0.7019, 1.7193], [-0.7920, 1.7371, 0.2914], [2.3204, 0.4643, 0.4384], [1.4805, 1.5484, -1.1682], [-2.9433, -0.2646, -0.8700], [1.2058, -1.7861, -0.9292], [-0.6342, -1.8175, 1.0692]]}



If we sort the structures by their calculated energies, the order from most to least stable is a), b).



a) {"formula": "C3H3BrO", "method": "ωB97M-V/def2-TZVPD", "smiles": "C=CC(=O)Br", "homo_energy_ev": -10.014, "symbols": ["C", "C", "C", "O", "Br", "H", "H", "H"], "positions_angstrom": [[0.1014, -0.3315, 0.0606], [-0.2465, 0.9268, 0.2652], [-0.0449, 1.5292, 1.7923], [0.4719, 1.3723, 2.8029], [-0.8860, 3.4411, 1.6429], [-0.0758, -0.7244, -0.9652], [0.5630, -1.0881, 0.6683], [-0.5408, 1.7341, -0.3870]]}



b) {"formula": "C3H3BrO", "method": "ωB97M-V/def2-TZVPD", "smiles": "CC(Br)=C=O", "homo_energy_ev": -8.608, "symbols": ["C", "C", "C", "O", "Br", "H", "H", "H"], "positions_angstrom": [[0.8499, 0.9867, 0.0716], [0.6331, -0.2978, 0.2668], [-0.7179, -0.3476, -0.3165], [1.0835, 2.0689, -0.3258], [1.4046, -1.4395, 1.5299], [-1.3522, 0.5085, 0.1326], [-1.0731, -1.3539, -0.0439], [-0.8278, -0.1252, -1.3148]]}



If we sort the structures by their calculated energies, the order from most to least stable is a), b).



a) {"formula": "CH2F3NO", "method": "ωB97M-V/def2-TZVPD", "smiles": "NC(F)(F)OF", "homo_energy_ev": -11.529, "symbols": ["C", "N", "O", "F", "F", "F", "H", "H"], "positions_angstrom": [[-0.9764, -0.1460, 1.1499], [-0.1070, -0.2612, 0.0610], [-1.4240, -1.4070, 1.3583], [-2.0005, 0.7147, 0.9067], [-0.3609, 0.3554, 2.2537], [-2.3322, -1.4998, 2.4387], [-0.4281, 0.2113, -0.7694], [0.8565, -0.0688, 0.2859]]}



b) {"formula": "CH2F3NO", "method": "ωB97M-V/def2-TZVPD", "smiles": "NOC(F)(F)F", "homo_energy_ev": -10.183, "symbols": ["C", "N", "O", "F", "F", "F", "H", "H"], "positions_angstrom": [[-2.3955, 0.0227, -0.1322], [0.0709, 0.4204, 0.3319], [-1.2120, 0.8578, -0.2278], [-3.4367, 0.7781, -0.3754], [-2.5312, -0.5218, 1.0570], [-2.4086, -0.9659, -0.9785], [0.6212, 1.1973, 0.4478], [-0.3131, 0.0837, 1.2697]]}



c) {"formula": "CH2F3NO", "method": "ωB97M-V/def2-TZVPD", "smiles": "NOC(F)(F)F", "homo_energy_ev": -11.040, "symbols": ["C", "N", "O", "F", "F", "F", "H", "H"], "positions_angstrom": [[1.9701, 0.9991, -0.6267], [-0.4133, 0.2904, -0.2596], [0.6133, 1.2400, -0.6818], [2.6016, 2.0966, -0.9446], [2.3137, -0.0300, -1.4370], [2.4445, 0.5128, 0.5188], [0.1189, -0.5745, -0.2946], [-0.5523, 0.6433, 0.6812]]}



If we sort the structures by their calculated energies, the order from most to least stable is c), b), a).



a) {"formula": "C2H8NOS", "method": "ωB97M-V/def2-TZVPD", "spin_multiplicity": 2, "homo_energy_ev": [-9.751, -9.465], "symbols": ["C", "S", "H", "H", "H", "N", "C", "O", "H", "H", "H", "H", "H"], "positions_angstrom": [[0.1581, -1.8519, 1.3092], [-1.1763, -0.6398, 1.1390], [0.1409, -2.3856, 2.2426], [1.1129, -1.3092, 1.2665], [0.1814, -2.5528, 0.4638], [0.6772, 1.7182, -0.1563], [1.1587, 1.0289, -1.3011], [0.1652, 0.3626, -2.1253], [0.2084, 1.1298, 0.5372], [-0.1176, 2.3114, -0.4029], [1.7204, 0.1761, -0.8934], [1.7815, 1.5945, -1.9795], [-0.4520, -0.0519, -1.5381]]}



b) {"formula": "C2H8NOS", "method": "ωB97M-V/def2-TZVPD", "spin_multiplicity": 2, "homo_energy_ev": [-4.500, -8.044], "symbols": ["O", "C", "C", "N", "H", "H", "H", "H", "H", "H", "S", "H", "H"], "positions_angstrom": [[0.9068, 0.5433, 1.1784], [0.0499, -0.1453, 1.8909], [-0.9884, -0.9109, 1.1146], [-0.6081, -0.5674, -0.2769], [0.0864, -0.2061, 2.9732], [-0.9657, -2.0021, 1.2239], [-2.0241, -0.5760, 1.2695], [-1.2229, -0.9376, -0.9989], [-0.5343, 0.4557, -0.3024], [0.3660, -0.8127, -0.4746], [1.7428, 1.1358, -2.3110], [0.8896, 2.1290, -2.0239], [2.3019, 1.8943, -3.2628]]}



If we sort the structures by their calculated energies, the order from most to least stable is a), b).



a) {"formula": "C12H13NO2", "method": "ωB97M-V/def2-TZVPD", "smiles": "N#CCCCc1cc2c(cc1O)CCO2", "homo_energy_ev": -8.114, "symbols": ["C", "C", "C", "C", "C", "C", "C", "C", "C", "C", "C", "C", "H", "H", "H", "H", "H", "H", "H", "H", "H", "H", "H", "H", "H", "N", "O", "O"], "positions_angstrom": [[-0.2927, 0.9476, -0.0462], [1.0465, 1.5618, -0.0471], [2.2062, 0.7420, -0.1424], [3.6275, 1.0724, 0.2032], [4.1007, -0.3255, 0.4106], [1.9782, -0.6195, -0.1542], [0.7870, -1.1808, -0.4275], [-0.3718, -0.3849, -0.4468], [-1.5077, -1.1898, -0.8225], [-2.5249, -1.7174, 0.1860], [-3.0217, -0.5697, 1.2215], [-3.7929, 0.4458, 0.4442], [-1.9544, 1.5487, -0.7482], [1.0516, 2.7246, 0.0686], [3.9450, 1.3638, -0.8451], [3.7162, 1.8597, 0.9739], [4.9046, -0.5228, -0.2430], [4.2887, -0.7008, 1.3826], [0.6479, -2.3262, -0.4902], [-2.1546, -0.5755, -1.4408], [-1.0859, -2.0930, -1.3311], [-3.4565, -2.1010, -0.2281], [-1.9716, -2.2870, 0.9173], [-3.7387, -0.9183, 2.0340], [-2.1991, 0.1522, 1.6537], [-4.2558, 0.9445, -0.5904], [-1.3542, 1.8831, -0.0402], [3.1531, -1.3117, 0.0597]]}



b) {"formula": "C12H13NO2", "method": "ωB97M-V/def2-TZVPD", "homo_energy_ev": [-7.462, -7.462], "symbols": ["C", "C", "C", "C", "C", "C", "C", "C", "C", "C", "C", "C", "N", "O", "O", "H", "H", "H", "H", "H", "H", "H", "H", "H", "H", "H", "H", "H"], "positions_angstrom": [[1.6945, 1.2577, 2.3933], [0.5218, 0.7990, 2.9780], [1.8787, 0.8150, 1.0479], [-0.5262, 0.1167, 2.2950], [0.8959, 0.1270, 0.3200], [-0.3350, -0.2430, 0.9557], [0.3083, 0.8431, -1.9915], [0.9321, 1.5770, -2.9409], [-1.3036, 0.9552, -1.8175], [-1.1084, -1.2515, -1.1589], [0.9976, -0.1966, -1.1430], [-1.8725, -2.2256, 0.9963], [-1.1084, -1.1763, 0.2914], [-1.8896, -0.3186, -1.8621], [2.2172, -0.6906, -1.5867], [2.5488, 1.7104, 3.0252], [0.3406, 1.0292, 4.0660], [2.6688, 1.2295, 0.4116], [-1.2735, -0.3172, 2.9878], [1.9505, 1.4054, -3.1705], [0.2731, 2.2395, -3.4255], [-1.5698, 1.3686, -0.9270], [-1.6238, 1.4981, -2.7422], [-1.3603, -2.2632, -1.5599], [-1.5910, -3.2209, 0.6138], [-1.6552, -2.1868, 2.0119], [-2.9442, -2.2160, 0.8312], [2.9338, -0.6651, -0.8996]]}



If we sort the structures by their calculated energies, the order from most to least stable is a), b).